16
Properties=species:S:1:pos:R:3:forces:R:3 method="wB97M-V/def2-TZVPD" e_above_lowest_kcal_mol=36.35 e_lumo_ha=-0.1604 charge=+1 gap_ev=9.88
C 2.44970 -0.85895 0.27237 2.1 -4.1 1.6
C 2.44189 0.42908 -0.42053 1.0 1.0 -1.5
H 1.68114 -1.04033 1.08989 0.6 0.2 -1.1
H 3.48858 -0.96570 0.84071 -2.1 0.3 -1.0
H 2.52626 -1.81857 -0.45070 -0.7 2.2 1.5
H 2.56286 1.28844 0.23582 0.1 0.0 0.1
H 3.28794 0.40320 -1.13978 -0.2 0.4 0.5
H 1.61663 0.62796 -1.07825 -0.9 -0.1 -0.1
N -1.15757 0.70264 0.84554 0.9 1.5 3.0
C -1.60312 -0.26838 0.15278 -2.2 -2.1 -2.4
N -2.47439 -0.00172 -0.82834 -1.1 -6.0 0.5
H -1.56474 1.64066 0.71326 0.4 -0.7 0.1
H -0.85667 0.51327 1.82397 0.4 0.2 -1.3
H -1.36334 -1.38227 0.26922 -0.2 1.9 0.6
H -3.14079 -0.81735 -1.17033 2.3 2.4 0.6
H -2.54500 0.83382 -1.28200 -0.4 2.8 -1.1